(1)
# C23H41BF4P2V

A molecular structure, C23H41BF4P2V (ωB97M-V with the def2-TZVPD basis set, the OMol25 dataset).

HOMO energy (alpha / beta): -9.80 / -9.43 eV

Geometry as ORCA input:
```
! RIJCOSX wB97M-V def2-TZVPD def2/J DEFGRID3
* xyz 1 3
V 1.095 -1.923 0.915
C -0.647 -1.798 2.097
C -0.419 -3.175 1.731
C 1.382 -2.457 3.025
C 0.434 -1.388 2.951
C 0.857 -3.562 2.269
C -1.767 -0.924 1.666
H -2.243 -1.302 0.750
H -1.420 0.104 1.488
H -2.536 -0.873 2.448
C 0.487 -0.114 3.705
H -0.530 0.265 3.868
H 1.062 0.651 3.163
H 0.977 -0.271 4.678
C 2.672 -2.415 3.759
H 2.509 -2.280 4.839
H 3.290 -1.569 3.426
H 3.237 -3.341 3.593
C 1.582 -4.822 1.986
H 1.623 -5.462 2.876
H 2.617 -4.625 1.682
H 1.086 -5.363 1.177
C -1.334 -4.029 0.928
H -1.273 -5.073 1.259
H -1.107 -4.021 -0.147
H -2.373 -3.701 1.044
C -1.730 4.181 0.288
C -2.926 3.583 0.240
C -3.514 2.641 -0.779
C -2.741 2.402 -2.098
C -1.640 1.354 -1.817
C -0.686 1.826 -0.818
C 0.174 2.988 -0.965
C -0.663 4.285 -0.775
H -4.523 3.003 -1.035
H -2.337 3.345 -2.494
H -3.685 1.662 -0.296
H -1.088 4.554 -1.755
H -1.483 4.757 1.189
H -3.635 3.797 1.048
H 0.032 5.088 -0.498
H 0.943 2.891 -0.172
H -0.909 1.567 0.223
H 0.717 3.034 -1.928
H -3.435 2.001 -2.853
H -2.146 0.423 -1.498
P -0.475 0.719 -3.103
C -0.277 2.079 -4.284
C -1.282 -0.619 -3.981
P 0.787 -0.357 -0.728
C 1.140 0.321 -2.473
C 0.224 -2.058 -1.355
C 2.635 -0.655 -0.545
H 0.681 2.599 -4.143
H -1.100 2.804 -4.217
H -0.289 1.646 -5.294
H -1.122 -0.439 -5.054
H -2.360 -0.587 -3.770
H -0.873 -1.599 -3.704
H 3.050 -1.231 -1.399
H 2.899 -1.136 0.433
H 3.085 0.357 -0.509
H 1.788 1.219 -2.399
H 1.652 -0.431 -3.104
H 0.515 -2.936 -0.721
H 0.686 -2.219 -2.336
H -0.868 -2.079 -1.475
F 3.462 0.392 2.245
B 3.129 1.764 1.965
F 3.944 2.231 0.911
F 1.746 1.770 1.518
F 3.242 2.536 3.140
*
```

=====

(2)
# C53H109Br3N13O

11 unconnected molecules or ions with the total composition C53H109Br3N13O (ωB97M-V with the def2-TZVPD basis set, the OMol25 dataset).

HOMO energy: -15.33 eV

Geometry as ORCA input:
```
! RIJCOSX wB97M-V def2-TZVPD def2/J DEFGRID3
* xyz 5 1
C 8.133 -4.030 3.864
C 7.409 -2.691 3.849
N 7.072 -2.281 2.483
C 6.032 -2.774 1.724
C 6.097 -2.175 0.517
N 7.160 -1.298 0.567
C 7.775 -1.438 1.737
C 7.566 -0.434 -0.531
H 7.524 -4.793 3.368
H 8.178 -4.451 4.870
H 9.125 -4.013 3.422
H 7.999 -1.890 4.290
H 6.511 -2.827 4.451
H 5.316 -3.487 2.098
H 5.502 -2.329 -0.376
H 8.725 -1.001 1.996
H 7.745 -1.114 -1.365
H 8.473 0.149 -0.396
H 6.755 0.236 -0.807
C 2.683 -0.076 1.578
C 2.894 0.215 0.096
N 1.802 -0.302 -0.693
C 0.642 0.365 -1.006
C -0.097 -0.441 -1.801
N 0.606 -1.634 -1.884
C 1.724 -1.532 -1.183
C 0.312 -2.848 -2.632
H 2.729 -1.158 1.758
H 1.837 0.458 2.003
H 3.610 0.183 2.105
H 3.827 -0.267 -0.199
H 3.009 1.291 -0.013
H 0.467 1.359 -0.625
H -1.065 -0.370 -2.261
H 2.566 -2.220 -1.270
H 0.855 -2.933 -3.570
H -0.755 -2.898 -2.844
H 0.580 -3.691 -1.994
C 4.870 2.587 -2.393
C 4.607 4.038 -2.815
N 3.483 4.166 -3.742
C 3.620 4.416 -5.095
C 2.424 4.227 -5.669
N 1.541 3.920 -4.651
C 2.219 3.851 -3.520
C 0.137 3.625 -4.850
H 3.971 2.290 -1.849
H 5.712 2.565 -1.707
H 5.044 1.935 -3.246
H 5.491 4.423 -3.321
H 4.413 4.686 -1.962
H 4.595 4.611 -5.506
H 2.146 4.291 -6.706
H 1.821 3.624 -2.542
H -0.489 4.454 -4.518
H -0.152 2.718 -4.323
H -0.075 3.502 -5.908
C 2.933 1.424 5.545
C 4.313 0.786 5.486
N 5.251 1.557 4.656
C 6.611 1.647 4.858
C 7.118 2.396 3.854
N 6.053 2.748 3.044
C 4.948 2.225 3.543
C 6.037 3.736 1.954
H 2.342 1.150 4.671
H 2.967 2.509 5.627
H 2.456 1.039 6.446
H 4.283 -0.237 5.106
H 4.769 0.711 6.472
H 7.078 1.221 5.728
H 8.044 2.930 3.723
H 3.949 2.392 3.154
H 5.532 4.617 2.343
H 5.402 3.310 1.182
H 7.040 3.981 1.628
C 3.387 -5.647 -4.312
C 4.336 -4.741 -5.059
N 4.538 -5.109 -6.468
C 5.763 -5.275 -7.071
C 5.528 -5.657 -8.346
N 4.165 -5.651 -8.519
C 3.590 -5.356 -7.366
C 3.478 -5.927 -9.774
H 3.415 -5.456 -3.239
H 3.637 -6.707 -4.409
H 2.360 -5.536 -4.667
H 5.336 -4.637 -4.643
H 3.955 -3.718 -4.973
H 6.665 -5.191 -6.492
H 6.167 -5.737 -9.209
H 2.539 -5.364 -7.142
H 3.522 -5.035 -10.405
H 2.411 -6.052 -9.615
H 3.953 -6.742 -10.308
C -7.113 -0.890 -3.334
C -7.315 -0.811 -1.838
C -8.613 -0.080 -1.501
C -8.640 0.204 -0.003
N -9.890 0.902 0.486
C -9.980 0.778 1.974
C -10.729 2.015 2.513
C -10.802 2.943 1.288
C -9.880 2.391 0.216
C -11.134 0.319 -0.120
H -7.950 -1.426 -3.792
H -6.237 -1.436 -3.688
H -7.066 0.082 -3.829
H -6.477 -0.318 -1.338
H -7.437 -1.827 -1.451
H -9.454 -0.696 -1.803
H -8.606 0.908 -1.974
H -7.827 0.867 0.290
H -8.612 -0.725 0.571
H -10.492 -0.142 2.248
H -9.000 0.782 2.449
H -11.747 1.758 2.790
H -10.225 2.473 3.357
H -11.832 2.891 0.922
H -10.689 4.020 1.407
H -10.216 2.590 -0.800
H -8.869 2.796 0.204
H -11.319 0.789 -1.080
H -11.987 0.457 0.536
H -10.968 -0.743 -0.281
C -6.994 5.439 1.262
C -6.490 3.980 1.238
C -4.956 3.915 1.057
C -4.232 4.274 2.365
N -2.739 4.207 2.380
C -2.135 2.783 2.154
C -1.034 2.585 3.232
C -0.923 3.955 3.889
C -2.298 4.531 3.799
C -2.083 5.122 1.418
H -7.460 5.607 0.289
H -6.176 6.166 1.200
H -7.614 5.744 2.097
H -6.886 3.516 0.336
H -6.787 3.416 2.126
H -4.719 4.765 0.402
H -4.556 3.056 0.516
H -4.648 3.652 3.158
H -4.458 5.317 2.589
H -1.815 2.702 1.120
H -2.959 2.086 2.299
H -0.041 2.443 2.790
H -1.337 1.786 3.900
H -0.191 4.624 3.448
H -0.668 3.691 4.917
H -2.309 5.614 3.942
H -3.006 4.182 4.550
H -1.004 4.988 1.427
H -2.394 6.153 1.576
H -2.410 4.846 0.414
C -0.004 -5.979 1.894
N -0.995 -4.899 2.211
C -2.231 -5.140 1.407
C -1.273 -4.942 3.677
C -0.336 -3.575 1.837
C -0.995 -2.318 2.355
O -2.232 -2.042 1.685
H 0.155 -6.028 0.818
H -0.494 -6.880 2.260
H 0.985 -5.855 2.327
H -1.959 -5.078 0.359
H -3.013 -4.451 1.697
H -2.571 -6.140 1.673
H -1.776 -4.070 4.071
H -0.307 -5.116 4.147
H -1.882 -5.820 3.887
H -0.236 -3.535 0.755
H 0.670 -3.612 2.259
H -0.305 -1.502 2.104
H -1.077 -2.209 3.436
H -2.944 -2.131 2.325
Br 3.393 -4.459 0.185
Br 4.795 -1.591 -2.891
Br 2.481 3.963 1.210
*
```

=====

(3)
# C5H10O2

2 unconnected molecules or ions with the total composition C5H10O2 (ωB97M-V with the def2-TZVPD basis set, the OMol25 dataset).

Structure (SMILES): C=C/C(O)=C/C.O
HOMO energy: -8.34 eV

Geometry as ORCA input:
```
! RIJCOSX wB97M-V def2-TZVPD def2/J DEFGRID3
* xyz 0 1
C -0.987 -1.012 2.166
C -0.489 -1.162 0.952
C -0.420 -0.051 0.008
O -0.826 -0.373 -1.274
C 0.004 1.187 0.243
C -0.192 2.319 -0.706
H -1.373 -0.062 2.514
H -1.022 -1.850 2.863
H -0.213 -2.162 0.638
H -1.021 -1.318 -1.251
H 0.449 1.336 1.220
H 0.759 2.744 -1.014
H -0.650 3.149 -0.154
H -0.805 2.025 -1.550
O 1.944 -1.807 -1.660
H 2.840 -2.107 -1.475
H 2.002 -0.854 -1.519
*
```

=====

(4)
# C41H29ClN3O4SSbTl

A molecular structure, C41H29ClN3O4SSbTl (ωB97M-V with the def2-TZVPD basis set, the OMol25 dataset).

HOMO energy: -5.41 eV

Geometry as ORCA input:
```
! RIJCOSX wB97M-V def2-TZVPD def2/J DEFGRID3
* xyz -1 1
Tl -1.842 0.725 2.022
O -8.385 2.167 -1.464
C -7.415 2.900 -1.465
O -7.307 4.074 -1.892
C -6.091 2.237 -1.082
C -6.039 0.969 -0.600
C -4.767 0.425 -0.280
N -3.576 1.066 -0.482
C -3.643 2.291 -1.063
C -4.868 2.893 -1.341
C -2.394 2.990 -1.284
C -2.269 3.911 -2.327
C -1.139 4.689 -2.418
C -0.063 4.383 -1.555
C -0.222 3.325 -0.701
N -1.353 2.723 -0.482
C -4.664 -1.013 0.118
C -5.245 -2.067 -0.682
C -4.834 -3.380 -0.370
C -3.969 -3.595 0.655
C -3.406 -2.530 1.319
N -3.732 -1.298 1.057
H -6.924 0.393 -0.467
H -5.005 3.900 -1.759
H -3.055 3.947 -3.036
H -1.129 5.411 -3.237
H 0.901 4.847 -1.697
H 0.602 3.055 0.017
H -5.788 -1.817 -1.578
H -5.152 -4.208 -1.007
H -3.649 -4.621 0.917
H -2.627 -2.574 2.106
Cl 1.099 -6.347 5.979
C 1.036 -4.928 4.912
C 1.925 -4.931 3.798
C 1.817 -3.823 2.959
C 0.851 -2.859 3.170
C 0.015 -2.906 4.311
C 0.088 -3.992 5.177
C 0.542 -1.893 2.067
O 1.332 -1.837 1.084
O -0.559 -1.293 2.210
H 2.595 -5.755 3.666
H 2.550 -3.649 2.183
H -0.771 -2.168 4.403
H -0.551 -4.034 6.141
S 1.373 1.564 2.122
Sb 2.206 0.489 0.339
C 3.855 -0.812 0.886
C 4.610 -1.298 -0.170
C 5.790 -1.950 0.056
C 6.296 -2.092 1.305
C 5.552 -1.656 2.404
C 4.303 -0.988 2.209
C 0.958 -0.178 -1.246
C 1.323 0.002 -2.569
C 0.436 -0.298 -3.604
C -0.854 -0.736 -3.341
C -1.238 -0.874 -1.996
C -0.352 -0.563 -0.975
C 3.403 1.931 -0.833
C 4.716 2.125 -0.488
C 5.412 3.281 -0.888
C 4.803 4.177 -1.797
C 3.559 3.897 -2.251
C 2.854 2.814 -1.768
H 4.343 -1.126 -1.219
H 6.302 -2.448 -0.815
H 7.279 -2.553 1.474
H 5.906 -1.846 3.352
H 3.593 -0.713 2.965
H 2.332 0.316 -2.796
H 0.723 -0.271 -4.616
H -1.561 -0.945 -4.155
H -2.221 -1.291 -1.775
H -0.678 -0.645 0.060
H 5.223 1.386 0.132
H 6.458 3.349 -0.589
H 5.436 4.993 -2.149
H 3.050 4.520 -3.025
H 1.891 2.639 -2.234
*
```

=====

(5)
# C34H33N3O4PdSTe

A molecular structure, C34H33N3O4PdSTe (ωB97M-V with the def2-TZVPD basis set, the OMol25 dataset).

HOMO energy (alpha / beta): -12.71 / -13.11 eV

Geometry as ORCA input:
```
! RIJCOSX wB97M-V def2-TZVPD def2/J DEFGRID3
* xyz 2 5
Pd 0.617 1.681 -0.487
C -0.262 -3.158 2.362
O 0.092 -3.873 1.185
C -0.979 -4.362 0.451
C -1.281 -5.716 0.527
C -2.328 -6.257 -0.196
C -3.088 -5.438 -1.018
C -2.793 -4.095 -1.108
C -1.741 -3.533 -0.384
N -1.596 -2.134 -0.503
C -0.517 -1.318 -0.534
N 0.720 -1.863 -0.464
C 1.952 -1.246 -0.472
C 2.172 0.134 -0.504
C 3.466 0.624 -0.427
C 4.550 -0.250 -0.333
C 4.358 -1.619 -0.353
C 3.076 -2.145 -0.444
O 2.764 -3.445 -0.512
C 3.788 -4.425 -0.516
N -0.650 -0.030 -0.747
C -1.805 0.727 -0.632
C -2.065 1.731 -1.587
C -3.200 2.514 -1.490
C -4.097 2.310 -0.448
C -3.853 1.347 0.516
C -2.699 0.574 0.464
O -2.306 -0.315 1.413
C -3.120 -0.460 2.562
H 0.674 -2.920 2.864
H -0.877 -3.773 3.024
H -0.797 -2.234 2.122
H -0.683 -6.339 1.173
H -2.556 -7.307 -0.116
H -3.904 -5.843 -1.591
H -3.377 -3.455 -1.751
H -2.459 -1.681 -0.779
H 0.774 -2.861 -0.234
H 3.659 1.695 -0.440
H 5.550 0.147 -0.251
H 5.215 -2.269 -0.297
H 3.269 -5.378 -0.598
H 4.362 -4.393 0.413
H 4.454 -4.298 -1.374
H -1.406 1.821 -2.447
H -3.404 3.267 -2.235
H -4.997 2.904 -0.383
H -4.569 1.202 1.309
H -2.610 -1.179 3.200
H -4.103 -0.851 2.292
H -3.225 0.488 3.092
Te 1.468 1.805 2.137
C 0.880 1.676 4.138
C 1.747 1.721 5.217
C 1.090 1.650 6.445
C -0.272 1.549 6.312
S -0.770 1.528 4.684
H 2.814 1.805 5.100
H 1.593 1.679 7.394
H -1.001 1.493 7.096
C 1.002 6.109 -1.100
C 0.782 4.651 -1.304
O 0.644 3.897 -0.333
C 0.766 4.124 -2.680
C 0.441 4.909 -3.789
C 0.456 4.358 -5.056
C 0.774 3.021 -5.242
C 1.108 2.228 -4.152
C 1.114 2.779 -2.884
H 1.172 6.320 -0.046
H 0.126 6.665 -1.433
H 1.848 6.447 -1.693
H 0.165 5.942 -3.665
H 0.233 4.980 -5.908
H 0.773 2.598 -6.235
H 1.386 1.192 -4.292
H 1.495 2.169 -2.027
*
```

=====

(6)
# C7H13NO

A molecular structure, C7H13NO (ωB97M-V with the def2-TZVPD basis set, the OMol25 dataset).

HOMO energy: -7.47 eV

Geometry as ORCA input:
```
! RIJCOSX wB97M-V def2-TZVPD def2/J DEFGRID3
* xyz 0 1
C -1.011 2.111 0.189
C -0.174 -2.522 0.356
C 1.316 0.471 1.133
C 1.519 0.038 -1.349
C -1.412 -0.297 -0.285
C -0.372 -1.087 0.031
C 0.598 0.057 -0.135
O -2.735 -0.499 -0.459
N -0.726 0.898 -0.540
H -3.138 0.340 -0.713
H -0.219 2.833 -0.011
H -1.949 2.540 -0.175
H -1.091 1.962 1.275
H 0.457 -3.012 -0.388
H -1.137 -3.028 0.380
H 0.306 -2.639 1.330
H 2.165 -0.189 1.305
H 1.692 1.490 1.042
H 0.657 0.412 1.997
H 1.364 0.925 -1.960
H 2.567 0.027 -1.052
H 1.323 -0.832 -1.970
*
```

=====

(7)
# C5H15NO

2 unconnected molecules or ions with the total composition C5H15NO (ωB97M-V with the def2-TZVPD basis set, the OMol25 dataset).

Structure (SMILES): CC(C)[C@H](C)N.O
HOMO energy: -8.39 eV

Geometry as ORCA input:
```
! RIJCOSX wB97M-V def2-TZVPD def2/J DEFGRID3
* xyz 0 1
C -0.586 -2.236 1.063
C 0.261 -0.900 1.139
C -0.047 0.141 2.261
C 0.353 -0.285 -0.304
C 1.364 0.808 -0.191
N -0.923 0.219 -0.644
H 0.004 -2.986 0.313
H -1.634 -1.905 0.728
H -1.009 -2.851 1.976
H 1.339 -1.178 1.435
H 0.748 0.885 2.415
H -0.930 0.657 2.053
H -0.279 -0.409 3.209
H 0.610 -0.969 -1.073
H 2.427 0.683 -0.079
H 1.167 1.614 -0.866
H 1.333 1.307 0.758
H -1.352 0.814 0.072
H -1.166 0.178 -1.641
O -0.832 1.938 -4.064
H -0.802 2.870 -4.031
H -0.045 1.605 -4.530
*
```

=====

(8)
# C8H16N2

2 unconnected molecules or ions with the total composition C8H16N2 (ωB97M-V with the def2-TZVPD basis set, the OMol25 dataset).

HOMO energy: -18.48 eV

Geometry as ORCA input:
```
! RIJCOSX wB97M-V def2-TZVPD def2/J DEFGRID3
* xyz 2 1
C -2.525 2.491 -0.822
C 1.926 0.402 -2.032
C -1.371 1.566 -0.751
C -1.400 0.330 -0.416
C 2.174 0.263 1.401
C 1.637 -2.039 0.389
C -1.807 -1.286 1.334
C 1.878 -0.633 0.221
N -1.735 -0.804 -0.071
N 1.693 -0.100 -0.938
H -2.186 3.269 -0.166
H -2.470 2.986 -1.838
H 2.907 0.332 -2.551
H 1.100 0.745 -2.686
H -0.542 2.137 -1.138
H 2.726 -0.258 2.140
H 2.815 1.051 1.016
H 1.260 0.693 1.630
H 1.229 -2.599 -0.461
H 0.839 -2.269 1.126
H 2.485 -2.417 0.892
H -2.824 -1.432 1.730
H -1.158 -0.722 1.999
H -1.407 -2.294 1.412
H -3.439 2.112 -0.609
H -1.804 -1.527 -0.808
*
```